Record 1
This record from OMol25 describes a 2-piece molecular cluster, FH3NOPS overall. The level of theory is ωB97M-V/def2-TZVPD.

```
! RIJCOSX wB97M-V def2-TZVPD def2/J DEFGRID3
* xyz 0 1
N -0.019 -0.601 -0.615
O -1.343 0.583 1.766
F 1.276 -1.301 -2.645
P 1.289 -0.358 -1.335
S 2.913 0.723 -1.332
H -0.567 -0.239 0.139
H -1.513 1.160 2.483
H -2.036 0.034 1.540
*
```

Summary:
HOMO ... -9.82 eV
E ... -971.21692 hartree
Kohn-Sham gap ... 9.8 eV
Lowest unoccupied orbital energy ... 0.000 Eh
Energy above the lowest of the compared OMol25 structures with the same formula, charge and spin ... 60.6 kcal per mole

Record 2
This record from OMol25 describes an isolated ion of composition FH3O3P and charge +1. The level of theory is ωB97M-V/def2-TZVPD.

```
! RIJCOSX wB97M-V def2-TZVPD def2/J DEFGRID3
* xyz 1 1
O 0.937 0.191 1.271
O 0.181 -1.337 -0.473
O 0.259 1.397 -0.722
F -1.712 0.083 0.558
P 0.012 0.084 0.072
H 0.693 -0.294 2.074
H -0.400 -1.650 -1.145
H 0.031 1.527 -1.636
*
```

Summary:
HOMO ... -19.44 eV
E ... -668.55080 hartree
Kohn-Sham gap ... 14.6 eV
Lowest unoccupied orbital energy ... -0.178 Eh
Energy above the lowest of the compared OMol25 structures with the same formula, charge and spin ... 27.1 kcal per mole